1.
Molecular formula: C4H9N6O4
Method: DFT, ωB97M-V with the def2-TZVPD basis set

CARTESIAN COORDINATES (ANGSTROEM)
C: -0.151 -0.137 -1.110
C: 0.335 -0.125 1.286
C: -0.703 -0.166 -3.382
C: -0.996 1.313 -2.793
N: -0.454 -0.923 -2.127
N: 0.169 -1.188 1.976
N: 1.365 0.745 1.201
N: -0.789 -1.839 2.526
N: 2.187 1.113 2.311
N: -0.581 1.065 -1.422
O: -1.710 -1.432 3.235
O: -0.567 -3.176 2.370
O: 1.802 0.607 3.468
O: 2.667 2.261 2.289
H: -1.628 -0.360 -3.926
H: 0.228 -0.342 -4.096
H: -0.349 2.022 -3.470
H: -2.111 1.666 -2.905
H: -0.420 -1.910 -2.235
H: 2.164 1.159 4.260
H: 1.475 1.429 0.441
H: -1.221 -3.717 2.949
H: -0.711 1.935 -0.845

Calculated values
energy: -21404.7317 eV
E_HOMO (spin up / spin down): -11.5 / -13.2 eV
multiplicity: 3
LUMO (spin up / spin down): -4.266 / -5.380 eV
net charge: +1
HOMO-LUMO gap (spin up / spin down): 7.3 / 7.8 eV
molecular weight: 205.15 g mol⁻¹

=====

2.
Molecular formula: C50H106F6N5O5S
Method: DFT, ωB97M-V with the def2-TZVPD basis set

CARTESIAN COORDINATES (ANGSTROEM)
C: 1.344 7.481 -0.846
C: 0.813 7.233 -2.277
C: 1.447 6.038 -2.975
N: 0.707 5.717 -4.287
C: -0.606 5.107 -3.820
C: -1.310 4.277 -4.806
C: -0.392 3.234 -5.536
C: 0.824 3.960 -6.119
C: 1.550 4.671 -4.988
C: 0.478 6.940 -5.105
H: 2.460 7.637 -0.815
H: 1.090 6.649 -0.214
H: 0.821 8.387 -0.444
H: 1.014 8.124 -2.867
H: -0.301 7.134 -2.180
H: 1.421 5.104 -2.372
H: 2.545 6.213 -3.295
H: -0.339 4.393 -3.066
H: -1.280 5.863 -3.438
H: -1.948 3.662 -4.181
H: -1.960 4.851 -5.494
H: 0.001 2.555 -4.798
H: -0.975 2.624 -6.224
H: 1.617 3.379 -6.579
H: 0.598 4.711 -6.930
H: 1.758 3.910 -4.245
H: 2.457 5.120 -5.417
H: -0.249 7.524 -4.587
H: -0.027 6.618 -6.047
H: 1.403 7.534 -5.205
C: 3.399 -2.811 3.316
C: 3.240 -1.400 3.952
C: 3.947 -0.364 3.042
N: 4.290 0.877 3.729
C: 4.764 1.961 2.719
C: 3.723 2.243 1.636
C: 2.404 2.707 2.266
C: 1.921 1.752 3.336
C: 3.053 1.496 4.380
C: 5.312 0.592 4.678
H: 2.999 -2.873 2.315
H: 3.013 -3.640 3.915
H: 4.490 -3.037 3.257
H: 3.748 -1.509 4.925
H: 2.150 -1.244 3.965
H: 3.271 -0.056 2.244
H: 4.858 -0.772 2.577
H: 5.712 1.523 2.366
H: 4.952 2.831 3.310
H: 3.575 1.398 1.016
H: 4.235 2.961 0.992
H: 1.666 2.872 1.484
H: 2.589 3.787 2.612
H: 1.477 0.839 2.948
H: 1.185 2.230 3.951
H: 2.828 0.831 5.251
H: 3.340 2.448 4.821
H: 4.994 0.049 5.587
H: 5.663 1.514 5.164
H: 6.179 0.121 4.186
C: -2.669 -5.222 3.317
C: -2.921 -5.974 2.004
C: -3.096 -4.900 0.922
N: -3.406 -5.394 -0.447
C: -4.636 -6.233 -0.494
C: -4.924 -6.706 -1.910
C: -5.107 -5.473 -2.788
C: -3.943 -4.502 -2.704
C: -3.514 -4.190 -1.297
C: -2.202 -6.258 -0.858
H: -2.145 -5.780 4.076
H: -3.628 -4.938 3.822
H: -2.105 -4.322 3.139
H: -3.777 -6.673 2.021
H: -1.981 -6.565 1.790
H: -2.203 -4.238 0.799
H: -3.963 -4.357 1.265
H: -5.356 -5.551 -0.069
H: -4.518 -7.067 0.191
H: -5.724 -7.398 -1.887
H: -4.097 -7.327 -2.235
H: -6.021 -4.969 -2.443
H: -5.295 -5.817 -3.824
H: -4.084 -3.471 -3.111
H: -3.153 -4.894 -3.330
H: -4.264 -3.553 -0.841
H: -2.542 -3.717 -1.239
H: -2.343 -6.384 -1.929
H: -2.245 -7.177 -0.290
H: -1.322 -5.666 -0.615
C: -6.152 1.495 9.217
C: -6.181 0.933 7.757
C: -5.852 2.105 6.881
N: -5.794 1.843 5.394
C: -4.588 1.003 5.102
C: -4.366 0.760 3.662
C: -4.252 2.076 2.892
C: -5.376 2.951 3.262
C: -5.633 3.120 4.701
C: -7.054 1.187 5.010
H: -6.298 0.650 9.891
H: -6.928 2.219 9.338
H: -5.177 1.898 9.461
H: -7.171 0.510 7.544
H: -5.557 0.028 7.611
H: -4.881 2.549 7.063
H: -6.502 2.912 7.071
H: -3.755 1.581 5.540
H: -4.782 0.098 5.634
H: -3.492 0.141 3.508
H: -5.194 0.208 3.156
H: -3.322 2.638 3.043
H: -4.378 1.821 1.854
H: -5.339 3.942 2.820
H: -6.313 2.592 2.773
H: -4.875 3.649 5.271
H: -6.545 3.665 4.832
H: -7.106 0.216 5.417
H: -7.126 1.091 3.920
H: -7.955 1.738 5.311
C: 0.910 -2.269 -4.751
C: 2.185 -3.085 -4.532
C: 2.616 -2.724 -3.134
N: 4.104 -2.962 -2.851
C: 4.440 -2.105 -1.648
C: 4.048 -2.585 -0.212
C: 4.388 -4.047 -0.033
C: 3.844 -4.897 -1.167
C: 4.349 -4.392 -2.523
C: 5.035 -2.645 -3.943
H: 0.162 -2.468 -3.993
H: 0.517 -2.430 -5.765
H: 1.126 -1.245 -4.632
H: 2.887 -2.827 -5.329
H: 1.935 -4.125 -4.665
H: 2.076 -3.084 -2.238
H: 2.577 -1.624 -2.984
H: 4.028 -1.130 -1.963
H: 5.529 -2.046 -1.656
H: 2.956 -2.482 -0.044
H: 4.548 -1.954 0.507
H: 4.056 -4.447 0.935
H: 5.493 -4.185 -0.045
H: 2.761 -4.928 -1.315
H: 4.172 -5.895 -1.154
H: 4.092 -5.041 -3.372
H: 5.422 -4.376 -2.438
H: 4.931 -1.589 -4.118
H: 4.742 -3.252 -4.777
H: 6.073 -2.839 -3.702
C: 2.791 1.426 -3.366
O: 3.355 2.400 -4.352
O: 3.455 0.223 -3.267
C: 3.067 2.142 -2.014
F: 4.251 2.776 -2.173
F: 2.213 3.225 -1.878
F: 3.042 1.444 -0.894
C: 3.467 1.775 -5.624
C: 4.478 2.421 -6.492
H: 4.218 2.381 -7.559
H: 4.794 3.376 -6.098
H: 5.438 1.853 -6.453
H: 2.414 1.774 -6.036
H: 3.569 0.712 -5.354
H: 1.743 1.403 -3.525
C: -1.573 -0.378 0.529
F: -1.964 -0.576 -0.758
F: -1.410 0.915 0.808
F: -2.656 -0.742 1.284
S: -0.005 -1.333 0.947
O: 0.871 -0.876 -0.069
O: 0.207 -0.876 2.292
O: -0.576 -2.665 0.840

Calculated values
energy: -98373.7904 eV
E_HOMO: -12.6 eV
LUMO: -4.855 eV
net charge: +3
HOMO-LUMO gap: 7.7 eV
molecular weight: 1003.48 g mol⁻¹

=====

3.
Molecular formula: C3H7FS
Method: DFT, ωB97M-V with the def2-TZVPD basis set

CARTESIAN COORDINATES (ANGSTROEM)
C: 0.355 0.170 1.240
C: 0.487 -0.698 -0.017
C: -0.573 -0.407 -1.044
H: -0.699 2.331 0.102
H: 1.237 0.172 1.928
H: -0.535 0.003 1.736
H: 0.386 -1.777 0.101
H: 1.415 -0.595 -0.546
H: -0.451 0.609 -1.434
H: -1.540 -0.515 -0.589
F: -0.477 -1.210 -2.159
S: 0.397 1.918 0.683

Calculated values
energy: -16776.4884 eV
E_HOMO: -9.3 eV
ΔE to the lowest compared entry with this formula, charge and spin: 11.4 kcal per mole
LUMO: 0.846 eV
SMILES string: FCCCS
HOMO-LUMO gap: 10.1 eV
molecular weight: 94.15 g mol⁻¹

=====

4.
Molecular formula: C7H13N3O4
Method: DFT, ωB97M-V with the def2-TZVPD basis set

CARTESIAN COORDINATES (ANGSTROEM)
C: 1.273 -0.571 -0.001
C: -0.143 -0.043 0.176
C: 2.250 0.649 -0.070
C: 3.684 0.139 0.108
C: -2.609 -0.758 0.318
C: -3.280 0.375 -0.488
C: -2.798 -0.840 1.887
H: 1.028 -0.983 -2.309
H: 2.387 -1.484 -1.283
H: 1.720 -1.116 0.930
H: 2.093 1.297 0.661
H: 2.264 1.409 -0.871
H: 3.509 2.025 0.445
H: 5.300 1.346 0.798
H: -0.809 -1.821 -0.652
H: -3.084 -1.608 -0.195
H: -1.849 0.094 2.099
H: -2.912 -1.844 2.460
H: -3.887 -0.188 2.298
H: -2.269 1.770 0.356
N: 1.291 -1.360 -1.231
N: 4.374 1.208 0.013
N: -1.126 -0.938 -0.057
O: -0.213 1.052 0.621
O: 4.086 -1.039 0.114
O: -4.170 0.123 -1.298
O: -2.893 1.742 -0.361

Calculated values
energy: -20124.9569 eV
E_HOMO: -9.8 eV
ΔE to the lowest compared entry with this formula, charge and spin: 165.7 kcal per mole
LUMO: 0.251 eV
HOMO-LUMO gap: 10.0 eV
molecular weight: 203.20 g mol⁻¹

=====

5.
Molecular formula: C9H23BaF3O8
Method: DFT, ωB97M-V with the def2-TZVPD basis set

CARTESIAN COORDINATES (ANGSTROEM)
Ba: 0.325 -0.723 -1.913
O: -1.852 2.530 -2.701
H: -1.639 2.877 -3.589
C: -0.700 0.686 3.696
O: -2.031 0.961 4.097
O: -0.687 1.138 2.357
C: 0.421 1.025 4.714
F: 0.349 0.145 5.697
F: 1.650 1.041 4.222
F: 0.248 2.239 5.329
C: -2.718 -0.053 4.867
C: -3.998 0.499 5.269
H: -4.517 -0.374 5.666
H: -4.078 1.300 6.004
H: -4.447 0.927 4.374
H: -2.132 -0.173 5.779
H: -2.832 -1.031 4.401
H: -0.745 -0.400 3.770
O: -3.727 -2.252 -2.342
C: -4.568 -2.567 -1.231
C: -4.854 -1.565 -0.029
O: -5.524 -0.321 -0.319
H: -4.306 -3.491 -0.715
H: -5.514 -2.894 -1.662
H: -3.956 -1.317 0.538
H: -5.452 -2.034 0.753
C: 4.657 2.605 -2.342
O: 3.477 2.210 -3.038
H: 5.343 3.062 -3.055
H: 4.425 3.340 -1.571
H: 5.226 1.787 -1.899
H: 2.898 2.956 -3.210
C: 4.988 -2.043 0.299
O: 4.388 -1.745 -0.910
H: 5.474 -1.180 0.753
H: 4.346 -2.548 1.021
H: 5.844 -2.695 0.118
H: 5.070 -1.588 -1.567
C: 2.161 -0.178 -7.017
O: 1.151 -0.151 -6.029
H: 2.829 0.669 -6.859
H: 2.689 -1.108 -7.225
H: 1.757 -0.021 -8.017
H: 0.561 0.454 -6.483

Calculated values
energy: -34919.1204 eV
E_HOMO: 0.5 eV
LUMO: 2.728 eV
net charge: -2
HOMO-LUMO gap: 2.3 eV
molecular weight: 453.60 g mol⁻¹

=====

6.
Molecular formula: C4H7NO2
Method: DFT, ωB97M-V with the def2-TZVPD basis set

CARTESIAN COORDINATES (ANGSTROEM)
O: 2.068 0.239 0.049
C: 0.873 0.301 -0.483
C: -0.132 1.372 -0.368
N: -1.058 0.179 -0.386
C: -0.046 -0.695 -1.071
C: -1.075 -0.472 1.116
O: -1.482 -1.669 1.088
H: 2.421 -0.672 -0.005
H: 0.034 -0.324 1.428
H: -0.126 1.961 0.562
H: -0.244 2.024 -1.243
H: -0.060 -1.713 -0.635
H: -0.111 -0.715 -2.166
H: -1.635 0.312 1.686

Calculated values
energy: -9841.4332 eV
E_HOMO: -7.6 eV
ΔE to the lowest compared entry with this formula, charge and spin: 134.8 kcal per mole
LUMO: -0.811 eV
HOMO-LUMO gap: 6.8 eV
molecular weight: 101.10 g mol⁻¹

=====

What did the third record say?
Molecular formula: C3H7FS
Method: DFT, ωB97M-V with the def2-TZVPD basis set

CARTESIAN COORDINATES (ANGSTROEM)
C: 0.355 0.170 1.240
C: 0.487 -0.698 -0.017
C: -0.573 -0.407 -1.044
H: -0.699 2.331 0.102
H: 1.237 0.172 1.928
H: -0.535 0.003 1.736
H: 0.386 -1.777 0.101
H: 1.415 -0.595 -0.546
H: -0.451 0.609 -1.434
H: -1.540 -0.515 -0.589
F: -0.477 -1.210 -2.159
S: 0.397 1.918 0.683

Calculated values
energy: -16776.4884 eV
E_HOMO: -9.3 eV
ΔE to the lowest compared entry with this formula, charge and spin: 11.4 kcal per mole
LUMO: 0.846 eV
SMILES string: FCCCS
HOMO-LUMO gap: 10.1 eV
molecular weight: 94.15 g mol⁻¹